This record from the Open Molecules 2025 dataset describes a 10-piece molecular cluster, C39H79F3N7O11S2 overall in a non-equilibrium geometry. The level of theory is ωB97M-V/def2-TZVPD.

Calculated values
HOMO (spin up / spin down) = 5.024 / 2.052 eV
Energy = -3839.84842 a.u.
<S²> = 0.75
Strongest force on any atom = 4.773 eV/Å
Total charge = -4
Multiplicity = 2

Last column: Löwdin spin population.
Element x y z (Å)
C1 2.182 -2.597 1.034  0.01
O1 2.028 -1.331 1.557  0.01
C2 2.883 -0.518 0.686  0.00
C3 2.226 0.843 0.551  0.00
N1 0.771 0.780 0.064  0.00
H1 0.557 1.767 0.043  0.00
H2 0.697 0.633 -0.933  0.00
C4 -0.309 0.060 0.852  0.00
C5 -1.787 0.483 0.461  0.00
O2 -1.794 0.389 -0.933  0.00
C6 -3.019 0.464 -1.624  0.00
H3 2.491 -2.833 0.016  0.00
H4 1.421 -3.337 1.279  0.01
H5 2.907 -3.044 1.714  0.00
H6 3.311 -0.941 -0.223  0.00
H7 3.735 -0.229 1.301  0.00
H8 2.762 1.595 -0.028  0.00
H9 2.000 1.399 1.461  0.00
H10 0.040 0.135 1.882  0.00
H11 -0.185 -1.004 0.653  0.00
H12 -2.029 1.461 0.878  0.00
H13 -2.454 -0.253 0.910  0.00
H14 -2.864 0.067 -2.628  0.00
H15 -3.501 1.441 -1.647  0.00
H16 -3.719 -0.276 -1.236  0.00
S1 2.641 2.185 -3.143  0.00
O3 1.381 1.977 -2.461  0.00
O4 2.863 1.182 -4.146  0.00
O5 2.487 3.450 -3.839  0.00
O6 3.742 2.239 -2.178  0.00
C7 1.976 5.330 1.848  0.00
C8 1.009 4.784 0.801  0.00
O7 0.028 5.429 0.522  0.00
O8 1.276 3.791 0.098  0.00
H17 1.598 6.120 2.497  0.00
H18 2.909 5.765 1.491  0.00
H19 2.040 4.486 2.534  0.00
C9 -4.676 3.440 -0.002  0.00
F1 -5.518 4.102 0.815  0.00
F2 -3.844 2.765 0.859  0.00
F3 -5.331 2.571 -0.864  0.00
S2 -3.670 4.745 -1.059  0.00
O9 -2.550 3.885 -1.539  0.00
O10 -4.570 5.118 -2.165  0.00
O11 -3.416 5.875 -0.163  0.00
C10 7.124 0.889 6.296  0.03
C11 5.908 -0.052 6.541  0.08
N2 5.720 -1.111 5.512  0.01
C12 5.156 -0.637 4.290  0.00
C13 3.637 -0.256 4.225  0.00
C14 4.975 -2.231 6.050  0.11
C15 4.938 -3.382 5.054  0.08
H20 6.980 1.682 7.030  0.01
H21 7.014 1.402 5.340  0.00
H22 8.114 0.434 6.324  0.01
H23 6.082 -0.496 7.521  0.05
H24 4.963 0.488 6.597  0.02
H25 5.597 0.296 3.939  0.00
H26 5.319 -1.423 3.553  0.00
H27 3.409 0.150 3.239  0.00
H28 3.103 -1.183 4.433  0.00
H29 3.401 0.551 4.919  0.00
H30 3.986 -1.968 6.423  0.04
H31 5.486 -2.551 6.959  0.06
H32 4.753 -4.320 5.576  0.04
H33 5.848 -3.451 4.459  0.01
H34 4.028 -3.260 4.466  0.01
C16 -3.525 1.446 -4.796  0.00
C17 -3.241 1.223 -6.278  0.00
N3 -2.428 0.004 -6.555  0.00
C18 -2.715 -1.143 -5.762  0.00
C19 -2.146 -2.411 -6.480  0.00
C20 -0.968 0.316 -6.377  0.00
C21 -0.462 0.735 -7.714  0.00
H35 -4.194 2.293 -4.646  0.00
H36 -2.574 1.498 -4.266  0.00
H37 -4.105 0.647 -4.335  0.00
H38 -4.162 1.221 -6.861  0.00
H39 -2.720 2.059 -6.744  0.00
H40 -2.260 -0.956 -4.789  0.00
H41 -3.793 -1.267 -5.668  0.00
H42 -2.527 -3.387 -6.181  0.00
H43 -2.142 -2.379 -7.569  0.00
H44 -1.081 -2.484 -6.257  0.00
H45 -0.363 -0.484 -5.951  0.00
H46 -0.904 1.143 -5.670  0.00
H47 0.450 1.300 -7.521  0.00
H48 -0.920 1.529 -8.303  0.00
H49 -0.402 -0.167 -8.324  0.00
C22 -7.734 -2.281 -2.217  0.01
C23 -7.788 -3.189 -0.941  0.02
N4 -6.486 -3.094 -0.286  0.00
C24 -5.261 -3.551 -0.998  0.00
C25 -5.109 -5.083 -1.091  0.04
C26 -6.483 -3.532 1.128  0.02
C27 -5.360 -3.020 1.966  0.03
H50 -8.658 -2.404 -2.782  0.00
H51 -6.945 -2.364 -2.964  0.00
H52 -7.942 -1.283 -1.830  0.00
H53 -8.661 -2.992 -0.318  0.01
H54 -7.944 -4.217 -1.266  0.01
H55 -5.123 -3.213 -2.025  0.00
H56 -4.479 -3.045 -0.432  0.00
H57 -4.964 -5.325 -0.039  0.01
H58 -6.059 -5.518 -1.403  0.01
H59 -4.279 -5.373 -1.735  0.01
H60 -6.560 -4.614 1.027  0.01
H61 -7.378 -3.158 1.625  0.01
H62 -5.380 -1.930 1.946  0.00
H63 -4.380 -3.366 1.635  0.01
H64 -5.464 -3.196 3.037  0.01
N5 5.461 2.644 -0.032  0.00
C28 6.820 2.774 -0.136  0.00
C29 7.400 2.809 1.158  0.00
C30 6.345 2.594 2.004  0.00
C31 5.197 2.610 1.284  0.00
H65 4.790 2.561 -0.782  0.00
H66 7.339 2.726 -1.082  0.00
H67 8.459 2.842 1.367  0.00
H68 6.367 2.393 3.065  0.00
H69 4.225 2.491 1.738  0.00
N6 1.596 -1.197 -3.282  0.00
C32 2.186 -2.389 -3.013  0.00
C33 1.242 -3.265 -2.478  0.00
C34 0.041 -2.535 -2.405  0.00
C35 0.307 -1.223 -2.937  0.00
H70 2.075 -0.386 -3.646  0.00
H71 3.239 -2.551 -3.189  0.00
H72 1.323 -4.311 -2.225  0.00
H73 -0.960 -2.849 -2.144  0.00
H74 -0.326 -0.348 -2.921  0.00
N7 0.373 1.842 6.028  0.01
C36 -0.400 0.731 5.789  0.09
C37 -0.717 0.725 4.379  0.01
C38 -0.294 1.866 3.794  0.00
C39 0.416 2.515 4.837  0.01
H75 0.598 2.198 6.946  0.05
H76 -0.743 0.052 6.555  0.04
H77 -1.336 -0.061 3.971  0.01
H78 -0.500 2.271 2.814  0.00
H79 0.827 3.513 4.810  0.00